[1]
Entry from OMol25: C29H35Cl3N4O2P2Ti as an isolated structure at a distorted geometry (ωB97M-V/def2-TZVPD).

CARTESIAN COORDINATES (ANGSTROEM)
Ti1 -1.088 2.784 -3.983
C1 -1.894 2.337 -5.728
C2 -1.473 0.984 -5.756
C3 -0.185 0.590 -6.416
C4 0.943 1.563 -5.995
C5 0.693 2.403 -4.757
C6 0.423 3.807 -4.798
C7 -0.565 4.417 -5.766
C8 -1.231 3.363 -6.627
C9 0.654 3.334 -2.108
H1 -2.973 2.459 -5.637
H2 -2.257 0.220 -5.907
H3 -0.251 0.557 -7.541
H4 0.091 -0.455 -6.151
H5 1.864 0.982 -5.834
H6 1.164 2.214 -6.849
H7 1.158 1.947 -3.871
H8 1.050 4.480 -4.237
H9 -0.087 5.196 -6.364
H10 -1.374 4.924 -5.190
H11 -2.003 3.771 -7.292
H12 -0.532 2.875 -7.318
H13 0.264 3.952 -1.261
H14 1.636 3.771 -2.427
H15 0.876 2.358 -1.618
P1 1.553 -1.227 -2.578
P2 -1.679 -1.796 -2.432
N1 3.115 -0.720 -3.232
N2 2.296 -2.231 -1.343
N3 -2.989 -0.652 -3.000
N4 -2.791 -2.899 -1.906
C10 0.802 -2.289 -3.878
C11 -0.762 -2.348 -3.959
C12 3.741 0.508 -2.994
C13 5.004 0.499 -3.585
C14 5.167 -0.779 -4.217
C15 4.012 -1.516 -3.964
C16 2.954 -1.657 -0.221
C17 3.774 -2.622 0.351
C18 3.631 -3.829 -0.433
C19 2.736 -3.551 -1.460
C20 -2.596 0.580 -3.466
C21 -3.639 1.453 -3.529
C22 -4.770 0.751 -3.051
C23 -4.340 -0.510 -2.652
C24 -3.883 -3.459 -2.601
C25 -4.694 -4.094 -1.682
C26 -4.095 -3.923 -0.378
C27 -2.964 -3.151 -0.528
H16 1.211 -3.307 -3.829
H17 1.144 -1.877 -4.838
H18 -1.141 -1.750 -4.803
H19 -1.080 -3.391 -4.128
H20 3.251 1.275 -2.435
H21 5.729 1.289 -3.578
H22 6.019 -1.117 -4.792
H23 3.743 -2.531 -4.229
H24 2.727 -0.627 0.069
H25 4.406 -2.475 1.223
H26 4.141 -4.764 -0.251
H27 2.324 -4.185 -2.234
H28 -1.459 0.729 -3.549
H29 -3.599 2.510 -3.883
H30 -5.748 1.207 -2.953
H31 -4.898 -1.274 -2.141
H32 -3.954 -3.340 -3.677
H33 -5.627 -4.586 -1.908
H34 -4.458 -4.324 0.548
H35 -2.244 -2.740 0.161
Cl1 -2.859 0.094 0.871
C28 -1.783 1.452 0.367
Cl2 -2.669 2.959 0.507
Cl3 -0.320 1.442 1.388
C29 -1.316 1.223 -1.108
O1 -0.877 0.050 -1.335
O2 -1.389 2.173 -1.984

Atoms 1-6, force components in eV/Å:
-1.2106 -0.7367 4.1453
-1.0664 -0.5092 -2.4141
-0.3913 -0.3545 -2.2411
0.6960 -0.2473 0.0984
0.6948 -0.5062 -0.7725
0.7578 -1.1088 -1.3893

## Properties
* gap between HOMO and LUMO (alpha / beta): 6.869 / 6.227 eV
* expectation value of S²: 2.0457
* total energy: -4407.95760 Eh
* highest occupied orbital energy (alpha / beta): -6.9971 / -7.6546 eV
* max |F|: 4.94 eV Å⁻¹
* spin multiplicity: 3
* energy relative to the best compared isomer or geometry (same formula, charge and spin): 162.7 kcal/mol

***

[2]
Entry from OMol25: C29H35Cl3N5OSSeSi2V as an isolated structure (ωB97M-V/def2-TZVPD).

CARTESIAN COORDINATES (ANGSTROEM)
V1 0.347 -0.949 3.217
C1 0.276 3.242 4.459
Si1 -0.145 2.312 2.878
C2 -0.131 3.555 1.448
C3 -1.968 1.847 2.991
N1 0.846 0.940 2.631
C4 2.159 0.991 2.154
C5 2.902 2.161 2.013
C6 4.209 2.165 1.524
C7 4.802 0.966 1.187
C8 4.089 -0.221 1.358
C9 2.780 -0.249 1.838
N2 2.048 -1.398 2.113
Si2 2.144 -2.906 1.328
C10 3.854 -3.613 0.945
C11 1.266 -2.856 -0.352
C12 1.296 -4.205 2.372
H1 -0.354 4.123 4.606
H2 1.320 3.565 4.448
H3 0.148 2.584 5.323
H4 -0.932 4.283 1.618
H5 -0.352 3.037 0.509
H6 0.801 4.103 1.312
H7 -2.517 2.714 3.373
H8 -2.172 1.002 3.652
H9 -2.382 1.613 2.006
H10 2.456 3.105 2.305
H11 4.747 3.102 1.430
H12 5.820 0.927 0.817
H13 4.592 -1.155 1.136
H14 4.378 -3.071 0.156
H15 3.722 -4.646 0.607
H16 4.491 -3.631 1.833
H17 1.756 -2.120 -0.995
H18 0.219 -2.566 -0.217
H19 1.294 -3.825 -0.860
H20 1.790 -4.312 3.340
H21 1.347 -5.172 1.863
H22 0.245 -3.998 2.582
Se1 -0.920 -0.825 5.592
C13 -0.896 -2.629 5.316
N3 -0.890 -3.757 5.040
Cl1 -4.001 1.274 -7.417
C14 -3.405 0.798 -5.854
C15 -3.061 1.769 -4.929
C16 -2.572 1.374 -3.695
C17 -2.410 0.031 -3.371
C18 -1.842 -0.363 -2.020
C19 -2.972 -0.594 -1.019
N4 -2.498 -1.212 0.205
C20 -2.996 -2.352 0.803
C21 -2.269 -2.538 1.940
N5 -1.334 -1.537 2.035
C22 -1.502 -0.758 0.991
O1 -1.040 0.664 -1.471
C23 0.335 0.655 -1.864
C24 0.527 1.341 -3.182
C25 0.655 0.722 -4.387
Cl2 0.697 -0.972 -4.661
S1 0.715 1.819 -5.706
C26 0.587 3.157 -4.637
C27 0.500 2.761 -3.342
C28 -2.793 -0.911 -4.317
Cl3 -2.659 -2.611 -3.967
C29 -3.282 -0.547 -5.562
H23 -3.165 2.815 -5.177
H24 -2.272 2.116 -2.968
H25 -1.252 -1.280 -2.123
H26 -3.737 -1.238 -1.449
H27 -3.422 0.378 -0.802
H28 -3.812 -2.904 0.369
H29 -2.335 -3.308 2.692
H30 -0.913 0.116 0.778
H31 0.698 -0.373 -1.906
H32 0.878 1.174 -1.075
H33 0.601 4.164 -5.019
H34 0.420 3.442 -2.506
H35 -3.555 -1.301 -6.286

Atoms 1-6, force components in eV/Å:
0.1456 -0.2991 0.3132
0.0550 0.0388 0.0175
0.0516 0.0270 0.0289
-0.0305 0.0097 -0.0559
-0.0113 -0.0231 0.0154
-0.0264 0.1940 -0.1247

## Properties
* gap between HOMO and LUMO (alpha / beta): 4.938 / 5.510 eV
* expectation value of S²: 3.7595
* total energy: -7178.53010 Eh
* highest occupied orbital energy (alpha / beta): -3.1431 / -3.7154 eV
* max |F|: 0.46 eV Å⁻¹
* total charge: -1
* spin multiplicity: 4
* energy relative to the best compared isomer or geometry (same formula, charge and spin): 1.5 kcal/mol